ORCA calculation (ωB97M-V with the def2-TZVPD basis set) on C5H13O3 as an isolated structure in a non-equilibrium geometry.

```
21
Properties=species:S:1:pos:R:3:nbo_charge:R:1
O -1.38501 -1.09755 3.62399 -0.746
O 1.01109 1.31144 -4.16526 -1.132
O 1.50207 -0.02913 -2.28128 -0.847
C -0.72885 0.69906 0.70988 -0.401
C -0.24220 -0.35045 1.76058 -0.447
C 0.47142 0.97982 -0.29890 -0.422
C -1.30548 -1.27631 2.22809 -0.054
C 0.69547 -0.42129 -1.20372 -0.033
H -1.13278 1.61032 1.14509 0.188
H -0.17349 -0.99424 -1.26270 0.113
H 0.25348 1.80893 -0.90560 0.200
H 0.09688 1.35034 -4.06934 0.408
H 0.20686 0.25653 2.59843 0.181
H -2.34267 -0.99510 1.77751 0.142
H -1.55102 0.13109 0.14757 0.186
H 1.36958 1.29028 0.16565 0.185
H 1.30503 -1.19611 -0.71639 0.125
H 0.70236 -0.80825 1.54033 0.230
H -1.02573 -0.15543 3.92423 0.463
H -1.21698 -2.35147 2.13727 0.181
H 1.14115 0.79006 -3.07726 0.479
```

2S+1   1
Charge   -1
Energy relative to the best compared isomer or geometry (same formula, charge and spin)   230.4 kJ/mol
Highest occupied orbital energy   -0.129 Ha


ORCA calculation (ωB97M-V with the def2-TZVPD basis set) on a 2-piece molecular cluster, C2H8S2 overall in a non-equilibrium geometry.

```
12
Properties=species:S:1:pos:R:3:nbo_charge:R:1
S 0.38190 4.16215 3.85547 -0.078
S 1.91730 -2.95738 -2.98901 -0.061
C 0.21452 -3.64664 -3.29577 -0.718
C -1.07899 3.21072 3.11547 -0.707
H -0.58631 2.61532 2.32846 0.220
H 1.36288 3.27291 3.59197 0.125
H -1.63197 2.52607 3.78035 0.215
H -0.48926 -3.07123 -2.67111 0.218
H -1.79949 3.89644 2.63872 0.224
H 1.61588 -1.64851 -3.12504 0.121
H -0.17859 -3.68379 -4.32567 0.217
H 0.27211 -4.67606 -2.90384 0.223
```

2S+1   1
Energy relative to the best compared isomer or geometry (same formula, charge and spin)   60.7 kJ/mol
Highest occupied orbital energy   -0.337 Ha


ORCA calculation (ωB97M-V with the def2-TZVPD basis set) on a 2-piece molecular cluster, C16H17NO overall in a non-equilibrium geometry.

```
35
Properties=species:S:1:pos:R:3:nbo_charge:R:1
O 3.54798 2.85917 1.28020 -0.706
N -2.64665 0.00250 2.50749 -0.521
C -4.04154 -0.19123 -0.94814 -0.666
C -3.36529 -0.44805 0.39098 -0.082
C 2.55546 2.54205 -0.79256 -0.247
C -3.70952 0.12082 1.59514 -0.020
C 1.87592 0.34823 -1.45420 -0.065
C 0.49596 -1.78426 1.45653 -0.216
C -1.14183 -1.57243 -0.41850 -0.195
C 3.17104 0.53312 0.64121 -0.294
C 3.13125 1.86764 0.36039 0.291
C -1.55381 -0.61798 1.79480 0.171
C -2.00428 -0.85599 0.41665 -0.115
C 1.84025 1.70535 -1.69113 -0.186
C -0.27468 -1.08091 2.27557 -0.257
C 2.53526 -0.20213 -0.33557 -0.174
C 0.02256 -2.19825 0.09636 -0.240
C 1.17093 -0.35490 -2.59356 -0.634
H 1.79484 -0.92914 -3.37940 0.218
H -1.44226 -1.83822 -1.42969 0.215
H 4.26110 2.62417 1.81038 0.470
H 1.45318 -2.21812 1.98946 0.221
H 3.67470 0.18017 1.56370 0.227
H 2.65246 3.63944 -0.81475 0.232
H 1.44028 2.15049 -2.59466 0.210
H -2.50390 0.18831 3.39487 0.396
H 0.74203 -2.73691 -0.59173 0.220
H -4.36301 -1.09221 -1.45954 0.227
H -4.85240 0.58272 -0.87540 0.221
H 2.63293 -1.32368 -0.44017 0.213
H 0.40004 -1.10923 -2.11489 0.225
H 0.08181 -0.57812 3.24840 0.214
H -3.65760 0.62818 -1.45119 0.235
H 0.54470 0.42409 -3.14660 0.214
H -4.46790 0.73533 1.70955 0.198
```

2S+1   1
Energy relative to the best compared isomer or geometry (same formula, charge and spin)   396.2 kJ/mol
Highest occupied orbital energy   -0.292 Ha


ORCA calculation (ωB97M-V with the def2-TZVPD basis set) on C6H4N2O2 as an isolated structure in a non-equilibrium geometry.

```
14
Properties=species:S:1:pos:R:3:nbo_charge:R:1
O -1.80130 -0.66467 2.50564 -0.621
O 2.06458 -0.99079 -0.04115 -0.577
N 0.04086 -0.77794 1.14635 -0.627
N -1.72312 0.47940 0.52676 -0.514
C 1.58469 1.16452 -3.03760 -0.192
C -0.98616 0.70088 -0.60552 0.193
C 1.00614 0.80815 -1.93480 -0.004
C 0.31281 0.39220 -0.85944 -0.391
C 0.90458 -0.47744 -0.04514 0.657
C -1.13844 -0.15512 1.34567 0.705
H 1.90600 1.61688 -4.06207 0.275
H -1.65291 1.58180 -1.45387 0.221
H 0.34492 -1.53549 2.03635 0.428
H -1.03015 -0.92886 2.87287 0.446
```

2S+1   1
Energy relative to the best compared isomer or geometry (same formula, charge and spin)   533.4 kJ/mol
Highest occupied orbital energy   -0.334 Ha